Entry 1:
Molecular formula: C51H37AuF5NOP2S
Method: DFT, ωB97M-V/def2-TZVPD

As for the energy above the lowest of the compared OMol25 structures with the same formula, charge and spin: 0.0 kJ/mol. For the frontier orbital gap (spin up / spin down), the calculation gives 0.235 / 0.235 hartree. The total charge is 0.

```
99
C51H37AuF5NOP2S ωB97M-V/def2-TZVPD
C -1.63696 -2.96247 -1.29301
H -2.32239 -1.05876 -4.54377
H -2.05716 -3.61277 4.92023
C 3.21528 -1.01502 -2.16531
H -2.09021 -3.94888 -3.13142
H 4.71002 -2.16305 -1.12833
H 4.87758 1.18629 0.57133
H 3.92589 -0.31926 -2.59380
C -0.52497 -0.73099 4.05980
C 4.19401 0.63324 1.20417
N 0.78456 3.32801 0.57601
H -5.46847 1.59317 -3.35816
C -1.44187 2.08423 3.27957
H -0.01874 0.11103 4.51531
C -1.22381 -1.94921 2.12581
C -1.65931 -2.83406 4.27887
C -0.12735 3.27525 1.67660
H 4.72257 4.77873 -1.14668
H 2.47422 1.55458 0.34784
C 1.91764 0.18700 1.90372
F 1.45475 2.70179 -8.00781
C -3.95978 0.25751 -4.09049
H -4.36505 -5.15181 2.26905
H 2.45285 3.81216 -1.34426
C 1.03790 2.60691 -6.74295
C 4.66975 -0.30913 2.10600
H 3.07032 -3.76926 -0.21389
C 0.11820 2.40771 -4.07518
H -0.96339 -1.66686 5.93863
C -1.66078 -5.46700 2.75880
C -1.75649 -2.97468 2.89939
H -2.78371 3.24890 4.47354
F 0.73194 0.28810 -6.97446
H -4.41288 -3.38656 2.38025
C 2.05028 3.93598 0.75855
H -2.09338 -6.36420 2.31294
H -3.15607 -5.90631 -2.02928
F 1.36684 4.91140 -6.42127
C -2.40224 -4.20993 2.27563
C -0.62798 -0.80773 2.67446
C 3.65699 -2.05233 -1.35201
C 0.98272 3.72704 -5.93601
H -1.79454 1.16654 3.72172
C 2.54304 4.30670 2.00517
F -0.13563 0.08259 -4.46792
C -1.65508 4.47147 3.11804
C -1.04538 -1.73429 4.86134
C -2.02648 3.27149 3.69990
C 2.83177 0.85860 1.09079
C 3.81637 4.85956 2.10895
H 0.33457 3.70564 -0.25143
H -4.30006 0.30665 -5.11768
H -0.42397 5.38254 1.61238
C -4.62357 0.96689 -3.10185
C 3.76953 -1.01859 2.88706
C -3.87682 -4.27904 2.70673
H 1.73196 -1.35860 3.40156
C 0.93341 -1.76229 -1.88512
C -4.20100 0.87351 -1.77959
H -3.28451 -6.02847 0.41221
C -0.71394 4.46056 2.10248
C 4.61033 5.03078 0.98652
H -1.72754 -5.56662 3.84437
H -2.77555 0.02918 -0.42139
H -2.11011 5.40283 3.43229
C -2.16063 -3.99904 -2.05157
C 1.86458 -0.86153 -2.42880
C 0.54249 3.61567 -4.63159
C 0.66460 1.38874 -6.21722
H 1.93594 4.17301 2.89145
C 2.84664 4.10963 -0.37633
H -4.72541 1.41152 -1.00034
H 5.73189 -0.50829 2.18235
C -2.85072 -0.51714 -3.77219
C -2.32480 -4.13731 0.75265
H 4.18253 5.16498 3.08146
C -1.74922 -3.06493 0.09670
P -0.85964 -1.47309 -2.05697
Au -0.13606 0.67704 -0.86302
O -1.21986 -1.99482 0.77406
F 0.53281 4.73462 -3.89755
P 0.12504 0.44005 1.55473
H -3.96059 -4.35311 3.79366
C -3.09746 0.09997 -1.45147
C 4.11502 4.65254 -0.25886
C 1.37685 -2.82425 -1.11108
C 2.73582 -2.95011 -0.83766
C -0.45943 2.05472 2.28323
C -2.75541 -5.09682 -1.43214
H 0.68295 -3.55863 -0.72506
H 1.52977 -0.05580 -3.06431
C 0.21754 1.30599 -4.91036
H 5.60247 5.45318 1.07567
H -0.60650 -5.42012 2.48156
C -2.41922 -0.58777 -2.45541
C -2.82884 -5.16048 -0.05210
H 4.12444 -1.77298 3.57907
S -0.59976 2.43454 -2.46434
C 2.40408 -0.77635 2.78686
```

Entry 2:
Molecular formula: C12H15N4O4Pd
Method: DFT, ωB97M-V/def2-TZVPD

As for the energy above the lowest of the compared OMol25 structures with the same formula, charge and spin: 7.5 kJ/mol. For the frontier orbital gap, the calculation gives 0.236 hartree. The total charge is -1.

```
36
C12H15N4O4Pd ωB97M-V/def2-TZVPD
C -3.20487 -0.40560 1.45549
O -2.50097 1.94000 -3.54348
C 0.50328 -2.29029 -1.15385
H -2.85751 0.47732 0.91863
C 1.08614 -2.35579 -2.42994
H -4.48109 -1.03171 -0.16546
C 0.01856 1.79907 1.90753
C 2.30799 -1.75412 -2.64133
H 2.80866 -1.82079 -3.59840
C 2.19803 -0.93855 -0.39470
H 3.69110 0.11822 0.50125
C 2.71663 1.85887 1.97644
H 0.58958 -2.89645 -3.22375
C -3.66717 -1.44778 0.44536
N -1.75460 1.31706 -2.77660
O -2.17145 1.01981 -1.60366
H -4.06157 -2.32270 0.97265
N 2.72645 -0.12567 0.63790
H -4.02009 -0.11101 2.12230
C 2.02193 2.86775 2.60134
Pd -0.39400 -0.30903 -0.68819
N 1.09602 -1.65521 -0.10163
C 0.63021 2.84989 2.56195
H 2.55319 3.66107 3.11215
H -2.06186 -1.13482 -0.70957
H -0.31880 -2.94745 -0.89457
H 3.80057 1.83944 1.98501
C 2.87391 -1.01458 -1.60208
O -2.62208 -1.91968 -0.38453
C 2.00697 0.84734 1.30402
H 0.04446 3.63125 3.02632
N 0.67416 0.81338 1.29276
H 3.80758 -0.47915 -1.73008
H -1.06293 1.72537 1.88306
O -0.59249 1.01263 -3.10854
H -2.38394 -0.81809 2.04617
```

Entry 3:
Molecular formula: C24H40BFN4O8PS
Method: DFT, ωB97M-V/def2-TZVPD

For the frontier orbital gap, the calculation gives 0.222 hartree. The total charge is +1.

```
80
C24H40BFN4O8PS ωB97M-V/def2-TZVPD
H -0.00047 3.65772 -0.93186
C -0.28247 3.69396 0.13974
C 1.37095 -1.06097 -0.13926
H -1.21892 4.27290 0.16401
H 5.77169 0.02196 3.01217
O -3.75383 -0.89882 1.95227
O 3.89238 1.82244 1.33962
H -2.05111 0.71546 4.04087
H 1.62680 0.26048 -4.26973
O -2.79327 0.12423 3.85501
H -0.13141 -5.37155 1.14282
C 1.48425 -3.17613 -1.62855
H 0.84208 -4.39040 2.27202
N 1.75763 -2.85072 -4.85742
H 0.88272 0.02766 -5.84701
F 0.49222 5.48124 1.65207
H -0.11849 -2.55141 1.17437
C 0.92442 -4.37656 -0.81186
H 2.92090 0.17954 2.13163
C 4.79593 0.51671 3.16092
C 0.73076 -1.84130 -1.31671
N -2.25798 -4.22173 -2.14070
H 1.62621 4.76890 0.16168
H 4.26237 0.01477 3.98563
H 0.91920 -5.28780 -1.43857
H -0.46877 -5.89082 -4.15077
H -4.65953 7.79874 -2.25805
H 1.50149 -3.38245 -2.71729
C -3.71362 7.26955 -2.37159
H 3.93688 0.92102 -0.56295
O 1.58095 1.37462 -1.97614
H -1.71897 4.35860 3.39143
H 1.46107 3.65935 1.50600
H -1.86498 -2.33846 1.20785
N -1.63576 0.45475 1.67434
C 1.60986 1.75210 -0.83350
H -1.92132 -5.45048 -5.03830
O 2.61249 2.58765 -0.42568
H -4.54986 -2.80998 2.30996
H 0.64352 -1.24414 -2.24191
H 5.00471 1.55490 3.46062
B -2.77709 -0.11948 2.50100
H -3.33523 2.99049 4.17154
C -1.56071 1.79495 1.41728
H 2.63442 0.07360 -5.69980
C -0.91668 -1.92896 1.59762
C 1.72030 -0.27148 -5.21731
H -0.84191 -2.04032 2.69733
N -3.72045 5.03663 -1.03088
C -1.55356 -5.81156 -4.07843
C -3.71746 6.02085 -1.62692
H 2.52996 -3.00072 -1.29724
H -2.92067 7.93386 -2.02740
H -0.12603 -4.10756 -0.57573
O -1.95949 4.48509 2.45458
H 2.33548 -0.58864 -0.36983
C -0.48637 2.22757 0.58155
H 1.37513 -6.05886 1.80465
H -3.55901 7.09422 -3.43598
H -4.69992 -1.67280 3.69211
C 0.47548 1.30345 0.07976
O 1.67278 -4.56174 0.38747
H -1.94899 -6.81622 -3.93089
H -3.14327 -2.40898 3.32517
C 0.90346 -5.12674 1.44453
H 4.41366 -0.24102 1.15456
C 0.89385 4.38712 0.89574
H 4.65018 2.53514 -0.40513
S -3.82025 3.58717 0.45633
H -0.30263 -2.09336 -1.00361
C 1.74119 -1.71432 -5.01598
H 1.57187 -1.78812 0.67253
C -1.94750 -4.92353 -2.99351
O -3.67760 2.71362 3.30331
C -4.05493 -1.99330 2.85544
C 3.81831 1.89499 -0.05825
P -2.72085 3.09120 2.01080
C 0.33705 -0.07000 0.41921
C -0.74142 -0.45662 1.21920
C 3.94814 0.47894 1.84801
```

Record order is preserved below.
Calculated total energy: -103716.621, -30315.174, -71388.660 eV